Below is a structure of composition C13H8NPbS5, with properties calculated with ωB97M-V/def2-TZVPD.

The calculation puts the orbital gap at 7.44 eV. The calculation puts the energy above the lowest of the compared OMol25 structures with the same formula, charge and spin at 23.6 kJ/mol. The charge is +1. As for the HOMO energy: -12.02 eV.

Last column: Löwdin charge in e.
Cartesian coordinates (Å):
Pb -1.013 1.899 0.125  0.9577
S 0.836 -2.342 -0.288  1.2010
S -0.969 4.014 2.770  -0.0122
S -0.781 4.275 -0.398  0.0611
S -0.471 2.009 2.558  0.0552
S 0.219 4.834 1.326  -0.0055
N 0.474 0.173 -0.154  -0.0688
C -1.641 -0.999 -0.228  -0.2595
C -2.342 0.207 -0.228  -0.2717
C -3.736 -2.164 -0.369  -0.0361
C -3.719 0.246 -0.318  -0.0880
C 3.583 -1.681 -0.319  -0.0614
C -4.416 -0.957 -0.388  -0.0407
C 2.240 -1.321 -0.271  -0.4312
C 4.517 -0.666 -0.289  -0.0524
C 1.851 0.018 -0.198  -0.2872
C 2.800 1.037 -0.159  0.0001
C 4.130 0.679 -0.208  -0.0482
C -0.175 -0.963 -0.202  -0.5263
C -2.352 -2.193 -0.293  -0.0195
H -4.259 1.182 -0.327  0.1132
H 5.568 -0.912 -0.327  0.1173
H -4.287 -3.093 -0.421  0.1212
H -5.495 -0.945 -0.457  0.1206
H 3.886 -2.717 -0.378  0.1199
H 2.500 2.075 -0.088  0.1150
H -1.834 -3.143 -0.291  0.1092
H 4.890 1.447 -0.182  0.1170

=====

Below is a structure of composition C13H9N3NdO8 at a distorted geometry, with properties calculated with ωB97M-V/def2-TZVPD.

The calculation puts the orbital gap (spin up / spin down) at 7.86 / 7.90 eV. Its expectation value of S² is 3.75. The calculation puts the energy above the lowest of the compared OMol25 structures with the same formula, charge and spin at 0.0 kJ/mol. The charge is +1. As for the HOMO energy (spin up / spin down): -12.01 / -12.01 eV. Its multiplicity is 4.

Last column: Mulliken spin population.
Cartesian coordinates (Å):
Nd 7.179 11.001 9.837  3.0178
O 12.356 10.310 7.000  -0.0001
O 7.810 13.034 10.898  -0.0005
O 8.891 10.307 8.809  -0.0015
O 6.099 10.147 7.953  -0.0028
O 10.773 11.786 7.364  -0.0001
O 8.186 6.758 3.845  -0.0002
O 6.791 8.659 9.461  -0.0037
O 10.320 6.618 3.942  -0.0001
N 9.261 7.025 4.358  0.0001
N 7.108 13.118 8.433  0.0020
N 11.217 10.651 7.117  -0.0003
C 7.113 15.552 8.229  -0.0001
C 9.131 7.946 5.536  -0.0022
C 6.763 9.106 8.259  -0.0001
C 6.859 13.102 7.109  -0.0016
C 10.127 9.652 6.888  -0.0053
C 7.992 7.903 6.342  0.0020
C 7.281 14.383 8.945  -0.0008
C 10.250 8.764 5.809  0.0010
C 7.909 8.798 7.359  -0.0040
C 6.768 15.499 6.892  0.0002
C 8.991 9.628 7.692  0.0007
C 6.606 14.247 6.352  0.0003
C 7.461 14.381 10.505  -0.0007
H 8.260 14.977 10.837  -0.0001
H 8.481 13.145 11.573  0.0001
H 6.580 16.434 6.338  0.0000
H 7.267 16.473 8.729  -0.0001
H 6.436 14.679 10.985  0.0000
H 6.700 12.194 6.553  -0.0003
H 6.343 14.159 5.269  0.0000
H 11.102 8.716 5.104  0.0000
H 7.166 7.231 6.087  0.0001

=====

Below is a structure of composition C14H10BrCl2N2O4STc at a distorted geometry, with properties calculated with ωB97M-V/def2-TZVPD.

The calculation puts the orbital gap (spin up / spin down) at 6.05 / 7.45 eV. Its expectation value of S² is 0.98. The charge is +1. As for the HOMO energy (spin up / spin down): -12.06 / -12.24 eV. Its multiplicity is 2.

Last column: Mulliken spin population.
Cartesian coordinates (Å):
Tc 0.266 0.284 -0.239  1.3137
Br 2.860 -1.752 1.305  0.0003
Cl -2.871 -4.116 -0.035  -0.0061
Cl -0.975 0.463 -2.258  0.0014
S -0.795 -1.748 0.043  -0.3537
O -1.348 2.806 2.415  0.0135
O 3.517 -0.162 -2.640  0.0311
O 1.747 -0.411 -1.291  0.0721
O -0.994 1.469 0.644  0.0236
N 1.033 0.295 1.762  -0.0116
N 1.556 2.091 -0.628  -0.0082
C 0.716 1.425 3.852  0.0003
C -3.049 -0.934 -3.225  0.0194
C 2.000 -0.437 2.321  -0.0010
C -2.912 -2.899 -1.249  -0.0376
C 0.392 1.197 2.541  0.0055
C 2.697 0.297 -1.904  -0.0026
C -2.112 -0.873 -2.224  -0.0480
C 1.746 0.680 4.415  0.0007
C -2.000 -1.826 -1.210  0.0122
C -0.755 1.921 1.878  0.0029
C 2.388 -0.266 3.642  -0.0027
C -3.863 -2.985 -2.248  0.0232
C 2.632 1.785 -1.605  0.0024
C -3.932 -2.007 -3.228  -0.0497
H 1.960 2.396 0.252  0.0004
H -4.679 -2.078 -4.007  -0.0029
H 0.984 2.864 -0.952  0.0001
H 3.606 2.093 -1.233  0.0009
H -4.549 -3.821 -2.250  0.0000
H 0.153 2.166 4.401  0.0001
H 3.181 -0.883 4.039  0.0002
H -3.093 -0.166 -3.985  -0.0003
H 2.037 0.829 5.447  0.0000
H 2.454 2.303 -2.545  0.0005

=====

Below is an isolated molecule of C14H10BrN3O4 at a distorted geometry, with properties calculated with ωB97M-V/def2-TZVPD.

The calculation puts the orbital gap at 7.26 eV. The calculation puts the energy above the lowest of the compared OMol25 structures with the same formula, charge and spin at 207.1 kJ/mol. As for the HOMO energy: -8.26 eV. As for the SMILES: COc1cc([N+](=O)[O-])cc2c1NC(c1ccc(Br)cc1)=NO2.

Last column: Löwdin charge in e.
Cartesian coordinates (Å):
Br 2.659 -4.138 -5.542  0.6816
O -1.949 2.864 4.886  0.0760
O -0.074 3.935 4.532  0.0771
O -2.537 0.278 0.409  -0.0871
O 2.018 1.287 1.074  0.0142
N 2.234 0.234 0.152  0.1235
N -0.926 3.084 4.229  -0.3591
N 0.011 0.190 -0.481  0.1269
C -1.629 1.042 1.097  -0.1665
C 2.937 -1.699 -1.935  -0.0430
C -3.865 0.003 0.945  -0.0332
C 0.430 2.305 2.476  0.0798
C 0.738 -1.814 -2.654  -0.0210
C 1.676 -1.271 -1.695  -0.1479
C 1.021 -2.589 -3.766  -0.1769
C 2.299 -2.942 -4.029  -0.6057
C 1.293 -0.353 -0.604  -0.2047
C -0.844 2.480 3.026  -0.1940
C -0.315 1.000 0.632  -0.1064
C 0.733 1.537 1.346  -0.2276
C -1.939 1.860 2.294  0.1190
C 3.233 -2.547 -2.998  -0.0641
H -4.409 0.898 0.999  0.0713
H 1.409 2.629 2.969  0.1631
H 3.725 -1.363 -1.204  0.1416
H -0.699 0.108 -1.222  0.1526
H 4.153 -2.985 -3.037  0.0685
H 0.187 -2.963 -4.378  0.1127
H -4.388 -0.755 0.341  0.1007
H -3.871 -0.457 1.915  0.0874
H -0.385 -1.832 -2.550  0.1247
H -2.926 1.973 2.773  0.1163

=====

Below is a cluster of 2 separate species, C14H10Cl2N2 in total at a distorted geometry, with properties calculated with ωB97M-V/def2-TZVPD.

The calculation puts the orbital gap at 3.43 eV. As for the HOMO energy: -6.55 eV.

Last column: Löwdin charge in e.
Cartesian coordinates (Å):
Cl -1.399 -2.578 -5.065  0.7263
Cl 0.802 -1.128 5.864  0.7332
N -4.053 -4.082 3.566  0.0205
N -3.103 -4.650 1.395  0.0373
C -0.679 -2.228 -1.173  0.0112
C -1.269 -0.618 4.221  -0.0793
C 0.009 -1.149 4.343  -0.6446
C -1.551 -2.178 -3.404  -0.6552
C -2.068 -1.182 0.667  0.0993
C 0.634 -1.707 3.233  -0.0785
C -1.821 -1.551 -0.680  -0.1878
C -1.912 -0.650 3.014  0.0088
C -2.685 -1.513 -2.953  -0.0895
C -1.308 -1.214 1.863  -0.1828
C -0.553 -2.532 -2.503  -0.0821
C -0.001 -1.736 2.020  0.0143
C -2.819 -1.210 -1.626  -0.0058
C -3.586 -4.363 2.506  -0.6329
H 0.314 -3.054 -2.870  0.1124
H -3.690 -0.677 -1.288  0.1205
H 0.104 -2.529 -0.510  0.0940
H -2.894 -0.219 2.925  0.1225
H 1.624 -2.115 3.348  0.1122
H -1.737 -0.179 5.085  0.1137
H -3.442 -4.415 0.501  -0.0094
H -3.447 -1.240 -3.662  0.1107
H -3.047 -0.752 0.808  0.1188
H 0.522 -2.153 1.186  0.0922

=====

Below is an isolated molecule of C14H10N4O6 at a distorted geometry, with properties calculated with ωB97M-V/def2-TZVPD.

The calculation puts the orbital gap at 7.41 eV. The calculation puts the energy above the lowest of the compared OMol25 structures with the same formula, charge and spin at 0.0 kJ/mol. As for the HOMO energy: -8.78 eV. As for the SMILES: O=C1NC(=O)N(/N=C/c2ccc(-c3ccc([N+](=O)[O-])cc3)o2)[C@@H]1O.

Last column: Löwdin charge in e.
Cartesian coordinates (Å):
O 1.194 0.271 5.207  0.0191
O 0.565 -2.124 7.424  0.1054
O 0.676 -3.878 3.537  0.0835
O 1.839 6.389 -3.293  0.0787
O 1.531 5.426 -5.208  0.0703
O 0.200 0.456 0.114  0.0814
N 1.495 5.430 -3.972  -0.3554
N 0.300 -0.850 2.839  0.1157
N 0.285 -1.537 4.046  -0.0205
N 1.074 -3.098 5.547  0.1966
C -0.050 -1.470 1.735  -0.0138
C 0.848 3.010 -1.208  0.0320
C -0.294 -1.560 -0.776  0.0153
C 0.423 1.869 -1.962  -0.1447
C 0.283 -0.806 5.306  -0.2198
C 0.582 3.183 -3.993  0.0382
C 1.085 4.291 -3.276  -0.1715
C 0.147 0.611 -1.273  -0.1929
C -0.117 -0.597 -1.861  0.0153
C 0.261 1.967 -3.337  -0.0062
C -0.084 -0.861 0.385  -0.2349
C 0.633 -2.908 4.274  -0.4502
C 1.211 4.210 -1.880  0.0372
C 0.731 -1.960 6.231  -0.3421
H 0.895 -4.006 5.967  0.1836
H -0.134 1.145 -3.956  0.1191
H -0.391 -2.510 1.780  0.1252
H -0.546 -2.615 -0.852  0.1204
H 1.554 5.011 -1.278  0.1070
H 0.482 3.242 -5.080  0.1218
H 1.253 0.541 4.279  0.0870
H -0.716 -0.457 5.593  0.1659
H -0.164 -0.783 -2.938  0.1160
H 0.944 2.957 -0.128  0.1174

=====

Below is a structure of composition C14H11BrClF21InO3 at a distorted geometry, with properties calculated with ωB97M-V/def2-TZVPD.

The calculation puts the orbital gap at 8.62 eV. The charge is -1. As for the HOMO energy: -6.79 eV.

Last column: Löwdin charge in e.
Cartesian coordinates (Å):
In 0.334 -6.380 -4.325  0.5839
Br -1.807 -5.888 -5.759  -0.0615
Cl 0.781 -10.492 -4.749  0.5033
F 1.122 -3.325 -3.833  -0.0893
F 0.767 -0.705 0.284  0.0836
F 1.908 -6.901 -5.648  -0.5311
F 1.284 2.749 -2.216  0.1356
F -2.007 5.556 4.945  0.0834
F 4.276 -1.229 0.346  0.1017
F 1.927 -2.091 1.486  0.0896
F 0.142 5.502 4.648  0.0896
F -0.684 2.607 -0.203  0.0866
F 3.041 -4.112 -1.453  -0.0542
F -4.058 4.680 4.178  0.1220
F 3.428 -5.179 -3.682  -0.0637
F -5.668 5.013 2.766  0.1365
F 3.184 0.368 1.342  0.1183
F -5.223 7.213 4.470  0.0916
F -0.150 4.241 2.222  0.0965
F 0.850 0.718 -1.594  0.1292
F 0.748 1.650 1.128  0.0881
F -1.154 6.171 2.298  0.1269
F 0.071 -4.393 -1.926  -0.1088
F -3.188 7.386 3.714  0.0875
O -3.585 5.092 1.996  0.0341
O -1.630 -9.852 -3.516  -0.1238
O 2.777 1.720 -0.933  0.0289
C 0.644 2.466 0.048  -0.2772
C 1.935 -1.386 0.322  -0.2897
C 1.380 1.888 -1.166  -0.4746
C -1.208 4.903 2.790  -0.4190
C 3.144 -0.460 0.264  -0.4267
C -4.429 6.929 3.404  -0.2660
C -0.358 -9.472 -3.656  -0.6843
C -2.490 4.221 2.291  -0.0476
C 3.255 0.375 -1.020  -0.0502
C -1.022 4.888 4.302  -0.2886
C 2.534 -5.059 -2.474  -0.1294
C -4.417 5.426 3.107  -0.4778
C 1.039 -4.594 -3.059  -0.2726
C 0.121 -8.117 -2.865  -0.2449
H -2.792 3.377 2.922  0.1510
H -4.792 7.498 2.542  0.1755
H 1.946 -2.108 -0.500  0.1599
H 4.327 0.483 -1.228  0.1501
H -0.602 -7.846 -1.954  0.0833
H -2.242 3.764 1.325  0.1390
H 2.860 -0.148 -1.899  0.1510
H -0.982 3.865 4.689  0.1768
H 1.213 -8.290 -2.415  0.0576
H 1.049 3.444 0.324  0.1636
H 2.400 -6.168 -2.082  0.1566